Computed, not measured: a cluster of 3 separate species, C19H46IN7O6P2S in total in a non-equilibrium geometry, with ωB97M-V/def2-TZVPD.

Results
- structure (SMILES) = C#CCCC[C@]1(I)OS(=O)(=O)O[C@H]1N.CN(C)P(=O)(N(C)C)N(C)C.CN(C)P(=O)(N(C)C)N(C)C
- orbital gap (eV) = 7.4

Each atom is followed by the atoms it is bonded to, with distances in Å.
Geometry (Å):
1 C -3.11 -4.60 -5.75  C2 1.199, H15 1.066
2 C -4.12 -4.02 -6.03  C1 1.199, C3 1.476
3 C -5.22 -3.10 -6.36  C2 1.476, C4 1.568, H16 1.091, H17 1.093
4 C -4.67 -1.92 -7.24  C3 1.568, C5 1.554, H18 1.092, H19 1.088
5 C -4.52 -0.59 -6.45  C4 1.554, C6 1.525, H20 1.094, H21 1.091
6 C -3.08 -0.16 -6.24  C5 1.525, I7 2.191, O8 1.431, C13 1.556
7 I -3.05 1.99 -5.85  C6 2.191
8 O -2.25 -0.24 -7.40  C6 1.431, S9 1.609
9 S -1.00 -1.23 -7.22  O8 1.609, O10 1.415, O11 1.422, O12 1.606
10 O 0.10 -0.59 -7.84  S9 1.415
11 O -1.26 -2.56 -7.64  S9 1.422
12 O -0.99 -1.23 -5.61  S9 1.606, C13 1.426
13 C -2.31 -0.96 -5.14  C6 1.556, O12 1.426, N14 1.429, H22 1.103
14 N -2.26 -0.50 -3.79  C13 1.429, H23 1.012, H24 1.016
15 H -2.10 -4.93 -5.64  C1 1.066
16 H -5.71 -2.73 -5.46  C3 1.091
17 H -5.96 -3.64 -6.96  C3 1.093
18 H -3.68 -2.24 -7.54  C4 1.092
19 H -5.28 -1.79 -8.13  C4 1.088
20 H -5.03 -0.65 -5.48  C5 1.094
21 H -5.03 0.19 -7.01  C5 1.091
22 H -2.88 -1.90 -5.08  C13 1.103
23 H -3.21 -0.39 -3.44  N14 1.012
24 H -1.77 0.38 -3.72  N14 1.016
25 C -0.95 4.40 0.55  N26 1.447, H36 1.099, H37 1.090, H38 1.089
26 N -1.89 3.58 -0.17  C25 1.447, C27 1.458, P28 1.722
27 C -2.73 4.34 -1.10  N26 1.458, H39 1.099, H40 1.092, H41 1.091
28 P -2.44 2.00 0.23  N26 1.722, O29 1.514, N30 1.736, N33 1.720
29 O -2.39 1.38 -1.15  P28 1.514
30 N -1.22 1.00 0.96  P28 1.736, C31 1.452, C32 1.462
31 C 0.15 1.46 1.11  N30 1.452, H42 1.098, H43 1.092, H44 1.091
32 C -1.20 -0.37 0.47  N30 1.462, H45 1.096, H46 1.090, H47 1.093
33 N -3.02 2.45 1.79  P28 1.720, C34 1.462, C35 1.452
34 C -4.16 3.37 1.84  N33 1.462, H48 1.096, H49 1.091, H50 1.090
35 C -2.53 2.05 3.09  N33 1.452, H51 1.094, H52 1.085, H53 1.094
36 H -1.23 4.57 1.60  C25 1.099
37 H -0.87 5.39 0.10  C25 1.090
38 H 0.06 3.99 0.52  C25 1.089
39 H -3.55 4.85 -0.58  C27 1.099
40 H -3.17 3.68 -1.85  C27 1.092
41 H -2.15 5.08 -1.64  C27 1.091
42 H 0.62 1.72 0.15  C31 1.098
43 H 0.76 0.69 1.59  C31 1.092
44 H 0.20 2.32 1.79  C31 1.091
45 H -0.68 -0.47 -0.49  C32 1.096
46 H -2.22 -0.76 0.35  C32 1.090
47 H -0.70 -1.02 1.20  C32 1.093
48 H -3.82 4.41 1.94  C34 1.096
49 H -4.82 3.14 2.67  C34 1.091
50 H -4.76 3.29 0.93  C34 1.090
51 H -1.70 2.69 3.41  C35 1.094
52 H -2.21 1.01 3.12  C35 1.085
53 H -3.31 2.13 3.85  C35 1.094
54 C 4.31 -0.07 5.87  N55 1.446, H65 1.100, H66 1.090, H67 1.090
55 N 3.54 -0.39 4.69  C54 1.446, C56 1.458, P57 1.746
56 C 2.10 -0.32 4.92  N55 1.458, H68 1.099, H69 1.092, H70 1.092
57 P 4.06 -1.27 3.28  N55 1.746, O58 1.523, N59 1.739, N62 1.731
58 O 3.44 -0.23 2.35  P57 1.523
59 N 5.71 -0.96 2.83  P57 1.739, C60 1.448, C61 1.461
60 C 6.52 0.01 3.54  N59 1.448, H71 1.099, H72 1.092, H73 1.091
61 C 5.91 -0.80 1.40  N59 1.461, H74 1.096, H75 1.090, H76 1.093
62 N 4.56 -2.56 4.33  P57 1.731, C63 1.461, C64 1.451
63 C 3.52 -3.29 5.03  N62 1.461, H77 1.096, H78 1.091, H79 1.090
64 C 5.91 -3.01 4.62  N62 1.451, H80 1.094, H81 1.085, H82 1.094
65 H 4.76 -0.94 6.36  C54 1.100
66 H 3.69 0.42 6.62  C54 1.090
67 H 5.10 0.65 5.65  C54 1.090
68 H 1.71 -1.21 5.44  C56 1.099
69 H 1.57 -0.24 3.97  C56 1.092
70 H 1.83 0.56 5.50  C56 1.092
71 H 6.08 1.02 3.51  C60 1.099
72 H 7.52 0.06 3.10  C60 1.092
73 H 6.68 -0.28 4.58  C60 1.091
74 H 5.65 0.21 1.05  C61 1.096
75 H 5.32 -1.51 0.83  C61 1.090
76 H 6.96 -0.98 1.15  C61 1.093
77 H 3.35 -2.88 6.03  C63 1.096
78 H 3.77 -4.35 5.14  C63 1.091
79 H 2.57 -3.25 4.49  C63 1.090
80 H 6.35 -2.42 5.43  C64 1.094
81 H 6.56 -2.99 3.76  C64 1.085
82 H 5.90 -4.06 4.95  C64 1.094

These are the Mulliken partial charges, in e, on atoms 1 to 2: C 0.152; C -0.579